DFT (ωB97M-V/def2-TZVPD) results for a structure of composition C15H21AlCl8F6NO in a non-equilibrium geometry.

XYZ file:
```
53
Properties=species:S:1:pos:R:3
C 0.8475 2.7857 -4.0306
C -0.0396 2.1183 -2.8331
C 0.9827 1.7973 -1.6375
N 0.3772 1.8075 -0.2756
Al -0.7986 0.3377 0.0448
O -1.5728 0.6540 1.7441
F -2.2647 0.2777 -1.1387
C 0.1541 -1.4924 0.2205
F -0.1102 -2.1470 1.4765
F -0.4380 -2.3556 -0.8083
C 1.7032 -1.2854 -0.0895
C 2.2966 -1.9343 -1.3873
C 3.7993 -1.6854 -1.7056
C 4.6405 -0.8129 -0.7177
C 4.0160 -0.1804 0.5664
C 4.8910 0.7391 1.5274
F 6.1015 0.1046 1.9006
F 5.2157 1.9429 0.7986
F 4.1192 1.1812 2.6411
C 2.5248 -0.4200 0.8946
H 0.2040 3.1864 -4.8837
H 1.6552 2.0368 -4.3828
H 1.4305 3.6515 -3.5327
H -0.9410 2.7510 -2.5424
H -0.3797 1.1006 -3.2567
H 1.7768 2.6451 -1.6461
H 1.5475 0.8401 -1.9159
H 1.0720 1.9468 0.4691
H -0.9062 1.2338 2.1902
H 1.6605 -2.5558 -2.1111
H 4.2411 -2.1283 -2.6709
H 5.7412 -0.5701 -0.9080
H 1.9794 0.0029 1.8160
C -2.2354 2.3764 4.8734
Cl -3.5129 3.4893 4.3691
Cl -0.7261 2.7045 4.0168
H -2.0674 2.4925 5.9431
H -2.5490 1.3559 4.6567
C -1.8042 -4.6615 2.1912
Cl -0.6587 -5.9256 1.7281
Cl -2.3840 -4.9005 3.8463
H -1.3093 -3.6931 2.1256
H -2.6542 -4.6876 1.5113
C -1.9337 2.4618 -7.5327
Cl -2.3914 1.6766 -6.0177
Cl -1.0769 3.9792 -7.2334
H -1.2830 1.7936 -8.0951
H -2.8337 2.6717 -8.1087
C -5.1230 -3.3085 5.4603
Cl -5.0063 -2.7670 7.1398
Cl -6.6135 -4.2190 5.1847
H -5.1141 -2.4377 4.8063
H -4.2711 -3.9479 5.2345
```

## Properties
F_max ... 4.22 eV/Å
Net charge ... -1
M ... 655.933 g mol⁻¹
E_LUMO ... 0.084 hartree
E_HOMO ... -5.296 eV